Formula: C28H28CdN2Si
Source: the OMol25 dataset
Level of theory: ωB97M-V/def2-TZVPD

XYZ file:
```
60
Properties=species:S:1:pos:R:3
C -4.317 1.341 0.961
C -3.680 0.665 -0.123
C -3.073 -0.530 0.410
H -3.768 0.930 -1.171
C -3.287 -0.505 1.824
C -4.058 0.640 2.158
H -4.381 0.934 3.165
H -4.891 2.258 0.897
H -2.711 -1.383 -0.164
H -2.978 -1.265 2.535
Cd -1.255 1.305 0.165
C 1.806 -1.062 1.808
H 1.391 -2.028 1.451
H 0.859 -0.451 1.971
H 2.475 -0.616 1.030
Si 2.585 -1.593 -1.361
C 2.637 -1.117 -3.113
C 1.389 -1.350 -3.731
H 0.487 -1.659 -3.177
C 1.332 -1.169 -5.112
H 0.424 -1.342 -5.662
C 2.449 -0.788 -5.850
H 2.444 -0.739 -6.938
C 3.615 -0.445 -5.174
H 4.456 -0.050 -5.724
C 3.758 -0.618 -3.801
H 4.682 -0.413 -3.255
C 2.515 -3.560 -1.246
C 2.682 -4.361 -2.390
H 3.045 -3.911 -3.308
C 2.380 -5.733 -2.402
H 2.520 -6.327 -3.311
C 1.935 -6.375 -1.241
H 1.775 -7.463 -1.217
C 1.785 -5.600 -0.086
H 1.464 -6.083 0.832
C 2.109 -4.233 -0.072
H 2.069 -3.681 0.868
H 4.086 -1.487 -1.087
H 2.337 -1.162 2.767
C -0.802 1.028 4.742
C -1.123 2.317 5.182
C -1.354 3.325 4.241
C -1.442 2.969 2.889
N -1.123 1.712 2.463
C -0.743 0.792 3.373
C -1.702 3.959 1.829
C -1.850 5.333 2.014
C -2.137 6.148 0.925
C -2.089 5.625 -0.370
C -1.735 4.291 -0.538
N -1.627 3.502 0.552
H -0.524 0.243 5.446
H -1.188 2.561 6.240
H -1.380 4.384 4.499
H -0.413 -0.180 3.025
H -1.650 5.710 3.006
H -2.387 7.186 1.118
H -2.267 6.258 -1.228
H -1.556 3.864 -1.536
```

Computed properties:
HOMO level (spin up / spin down) in eV: -5.3 / -5.3
Energy above the lowest of the compared OMol25 structures with the same formula, charge and spin in kcal/mol: 8.02
Kohn-Sham gap (spin up / spin down) in eV: 3.69 / 3.68
LUMO (spin up / spin down) in eV: -1.6 / -1.6
Total charge: 0

Löwdin population analysis, charges in e, atoms 1 to 4: -0.200 -0.299 -0.261 0.064



Formula: C4HLiO4Y
Source: the OMol25 dataset
Level of theory: ωB97M-V/def2-TZVPD

XYZ file:
```
11
Properties=species:S:1:pos:R:3
O -1.804 -1.418 -1.884
C -2.265 -1.217 -2.898
C -0.644 0.326 1.156
C -1.107 1.165 0.323
H -1.967 1.628 -0.137
Li -1.117 -1.637 0.092
O 0.532 1.505 0.971
C 1.432 0.656 0.498
O 2.653 0.831 0.588
O 0.934 -0.544 0.587
Y 3.352 -1.295 0.703
```

Computed properties:
HOMO level in eV: -21.3
Kohn-Sham gap in eV: 5.91
LUMO in eV: -15.3
Total charge: +3

Löwdin population analysis, charges in e, atoms 1 to 4: -0.043 0.132 0.005 0.247



Formula: C16H37Cl2FInN5O5
Source: the OMol25 dataset
Level of theory: ωB97M-V/def2-TZVPD

XYZ file:
```
67
Properties=species:S:1:pos:R:3
In -0.153 2.541 0.089
F -0.022 -0.239 -0.429
C -2.104 1.122 -4.352
C -1.353 0.783 -3.094
O -0.785 1.683 -2.429
N -1.342 -0.459 -2.600
C -2.135 -1.618 -3.000
H -1.453 1.749 -4.957
H -2.992 1.696 -4.090
H -2.386 0.215 -4.881
H -0.768 -0.533 -1.727
H -1.716 -2.011 -3.929
H -3.150 -1.294 -3.238
H -2.180 -2.360 -2.216
C 4.040 2.036 -3.000
C 2.730 1.600 -2.404
O 2.289 2.110 -1.342
N 2.122 0.518 -2.920
C 2.611 -0.273 -4.030
H 4.698 1.174 -2.899
H 4.381 2.960 -2.553
H 3.892 2.258 -4.060
H 1.224 0.272 -2.523
H 2.722 0.303 -4.952
H 1.988 -1.137 -4.233
H 3.621 -0.627 -3.805
C -0.939 -0.926 4.226
C -0.666 -0.600 2.781
O -0.642 0.585 2.390
N -0.238 -1.547 1.912
C -0.441 -2.965 2.068
H -0.034 -0.641 4.765
H -1.160 -1.968 4.441
H -1.768 -0.305 4.556
H -0.093 -1.190 0.952
H -0.117 -3.551 1.215
H -1.475 -3.172 2.361
H 0.122 -3.392 2.909
C -3.261 -0.251 0.345
C -3.495 0.938 1.273
O -2.851 1.981 1.119
N -4.526 0.814 2.098
C -5.114 1.862 2.925
H -4.193 -0.371 -0.209
H -2.936 -1.127 0.904
H -2.484 -0.026 -0.380
H -4.897 -0.121 2.155
H -4.763 1.873 3.954
H -6.191 1.722 2.886
H -4.889 2.826 2.475
C 2.742 -0.333 1.271
C 2.542 0.802 2.228
O 1.952 1.816 1.841
N 2.995 0.688 3.488
C 2.846 1.804 4.419
H 2.446 0.022 0.286
H 2.120 -1.180 1.551
H 3.789 -0.624 1.171
H 3.786 0.073 3.601
H 3.040 2.783 3.993
H 3.586 1.677 5.209
H 1.867 1.766 4.891
C 1.855 -2.385 -1.619
Cl 3.601 -2.445 -1.494
Cl 1.194 -3.427 -2.879
H 1.341 -2.597 -0.685
H 1.571 -1.356 -1.817
```

Computed properties:
HOMO level in eV: -14.8
Kohn-Sham gap in eV: 3.43
LUMO in eV: -11.4
Total charge: +2

Löwdin population analysis, charges in e, atoms 1 to 4: 1.561 -0.452 0.049 -0.490



Formula: C3H7NO
Source: the OMol25 dataset
Level of theory: ωB97M-V/def2-TZVPD

XYZ file:
```
12
Properties=species:S:1:pos:R:3
C 0.203 -0.846 -1.305
C -0.899 -0.426 -0.344
N -0.626 0.519 0.591
C 0.640 0.814 1.197
O -2.060 -0.727 -0.605
H 0.913 -0.021 -1.351
H -0.298 -1.101 -2.226
H 0.658 -1.728 -0.853
H -1.436 1.004 0.935
H 1.239 -0.087 1.240
H 1.210 1.447 0.512
H 0.457 1.153 2.209
```

Computed properties:
HOMO level in eV: -9.5
SMILES: CNC(C)=O
Energy above the lowest of the compared OMol25 structures with the same formula, charge and spin in kcal/mol: 15.49
Kohn-Sham gap in eV: 10.32
LUMO in eV: 0.9
Total charge: 0

Löwdin population analysis, charges in e, atoms 1 to 4: 0.003 -0.547 -0.013 -0.090



Formula: C2LiO4Tl
Source: the OMol25 dataset
Level of theory: ωB97M-V/def2-TZVPD

XYZ file:
```
8
Properties=species:S:1:pos:R:3
O 2.052 -0.742 1.032
Tl -0.921 -1.404 -0.713
O 0.093 -1.849 1.146
O 1.095 -1.694 -0.757
C 1.205 -1.549 0.539
C -0.333 3.119 0.371
O -1.138 2.922 -0.419
Li -2.053 1.197 -1.200
```

Computed properties:
HOMO level in eV: -7.7
Energy above the lowest of the compared OMol25 structures with the same formula, charge and spin in kcal/mol: 80.04
Kohn-Sham gap in eV: 6.12
LUMO in eV: -1.5
Total charge: 0

Löwdin population analysis, charges in e, atoms 1 to 4: -0.046 0.900 -0.257 -0.298



Formula: C3H6N2O2
Source: the OMol25 dataset
Level of theory: ωB97M-V/def2-TZVPD

XYZ file:
```
13
Properties=species:S:1:pos:R:3
N 0.795 -1.750 0.109
C 0.679 -0.544 0.743
O 0.403 -0.418 1.917
C 0.888 0.669 -0.176
O -0.104 1.649 0.039
C -1.398 1.290 -0.181
N -1.926 0.175 -0.451
H 0.656 -2.595 0.644
H 1.036 -1.839 -0.866
H 0.911 0.372 -1.235
H 1.833 1.161 0.069
H -2.023 2.178 -0.104
H -1.292 -0.622 -0.480
```

Computed properties:
HOMO level in eV: -10.2
SMILES: [H]/N=C\OCC(N)=O
Energy above the lowest of the compared OMol25 structures with the same formula, charge and spin in kcal/mol: 36.85
Kohn-Sham gap in eV: 10.85
LUMO in eV: 0.6
Total charge: 0

Löwdin population analysis, charges in e, atoms 1 to 4: 0.155 -0.543 0.084 -0.119



Formula: C31H32Cl30F3N2O4PS2
Source: the OMol25 dataset
Level of theory: ωB97M-V/def2-TZVPD

XYZ file:
```
105
Properties=species:S:1:pos:R:3
C -0.992 -3.345 0.579
C -0.928 -1.806 0.018
C -1.310 -1.566 -1.577
C -1.283 -0.043 -2.229
C -0.910 1.329 -1.351
C -0.530 1.076 0.234
C -0.148 2.326 1.224
C -1.590 3.111 1.541
C -1.502 4.733 1.316
C -2.168 2.829 3.049
C -0.521 -0.467 0.880
C -0.089 -0.739 2.471
O 1.402 -0.606 2.482
C 1.977 -1.252 3.673
F 1.397 -0.755 4.942
F 3.437 -0.881 3.712
F 1.959 -2.754 3.555
C -0.932 2.777 -2.121
O -0.333 3.858 -1.602
C -1.663 2.940 -3.616
C -2.045 4.444 -4.143
C -0.771 5.451 -4.365
S 0.761 4.653 -5.087
C 2.079 4.334 -3.794
N 2.998 3.165 -4.108
N 3.892 3.032 -3.028
C 3.535 4.141 -2.049
O 2.402 4.986 -2.515
C -1.999 1.717 -4.437
P -2.863 1.728 -6.138
S -4.485 0.595 -5.978
C -1.613 0.208 -3.826
O -1.545 -0.813 -4.688
H -2.117 -3.695 0.754
H -0.550 -4.037 -0.259
H -0.390 -3.545 1.562
H -1.576 -2.517 -2.221
H 0.313 2.016 2.256
H 0.615 3.057 0.708
H -2.383 2.685 0.782
H -1.957 4.992 0.252
H -0.394 5.132 1.296
H -2.171 5.280 2.113
H -1.810 3.679 3.770
H -3.361 2.842 3.085
H -1.816 1.798 3.480
H -0.489 0.081 3.203
H -0.457 -1.779 2.861
H -2.711 4.938 -3.284
H -2.697 4.487 -5.113
H -1.016 6.416 -5.006
H -0.481 5.863 -3.283
H 4.196 4.208 -1.085
H -2.027 1.032 -7.115
H -3.335 3.013 -6.584
C 6.606 -1.179 4.393
Cl 7.188 0.036 3.242
Cl 6.604 -2.788 3.652
Cl 7.598 -1.171 5.861
H 5.579 -0.927 4.671
C -5.560 -2.939 -4.624
Cl -7.096 -2.133 -4.261
Cl -4.251 -2.250 -3.647
Cl -5.692 -4.684 -4.346
H -5.326 -2.774 -5.678
C 5.567 -6.898 3.873
Cl 6.690 -6.073 2.779
Cl 4.157 -7.496 2.981
Cl 6.382 -8.228 4.713
H 5.223 -6.179 4.620
C 3.767 -1.905 0.165
Cl 4.890 -1.080 -0.928
Cl 2.357 -2.503 -0.726
Cl 4.582 -3.236 1.006
H 3.423 -1.186 0.912
C -7.342 3.066 -3.951
Cl -7.820 3.716 -5.528
Cl -7.969 1.422 -3.741
Cl -5.579 3.086 -3.779
H -7.771 3.700 -3.172
C -0.855 -2.941 6.414
Cl -1.737 -3.328 4.927
Cl -1.259 -1.308 6.970
Cl -1.209 -4.133 7.676
H 0.216 -2.976 6.198
C -5.063 -6.745 -7.795
Cl -5.737 -7.181 -9.374
Cl -4.882 -4.987 -7.660
Cl -6.087 -7.366 -6.489
H -4.075 -7.201 -7.704
C 2.401 3.986 4.139
Cl 0.856 4.713 4.611
Cl 2.161 2.318 3.590
Cl 3.182 4.950 2.875
H 3.056 3.970 5.014
C 3.486 -9.982 -0.277
Cl 3.007 -9.331 -1.854
Cl 2.859 -11.626 -0.066
Cl 5.249 -9.962 -0.104
H 3.056 -9.347 0.503
C 3.286 7.031 6.889
Cl 1.563 7.113 6.486
Cl 3.530 7.261 8.629
Cl 3.975 5.486 6.363
H 3.802 7.836 6.360
```

Computed properties:
HOMO level in eV: -8.5
SMILES: Cc1cc2c(c(CC(C)C)c1COC(F)(F)F)C(=O)C(CCSc1nnco1)=C([PH2]=S)C2=O.ClC(Cl)Cl.ClC(Cl)Cl.ClC(Cl)Cl.ClC(Cl)Cl.ClC(Cl)Cl.ClC(Cl)Cl.ClC(Cl)Cl.ClC(Cl)Cl.ClC(Cl)Cl.ClC(Cl)Cl
Kohn-Sham gap in eV: 6.28
LUMO in eV: -2.2
Total charge: 0

Löwdin population analysis, charges in e, atoms 1 to 4: -0.104 -0.135 0.042 0.010



Formula: C3H4O3Rh
Source: the OMol25 dataset
Level of theory: ωB97M-V/def2-TZVPD

XYZ file:
```
11
Properties=species:S:1:pos:R:3
H -1.722 -0.402 0.494
O 2.214 -1.278 1.309
O -1.234 1.621 0.468
C -1.406 0.440 -0.180
C -0.177 -0.070 -0.934
O 0.602 -0.966 -0.125
C 1.428 -0.451 0.768
H -2.203 0.467 -0.973
H 0.464 0.773 -1.233
H -0.481 -0.636 -1.829
Rh 2.513 0.503 2.236
```

Computed properties:
Multiplicity: 6
HOMO level (spin up / spin down) in eV: -6.4 / -10.3
Energy above the lowest of the compared OMol25 structures with the same formula, charge and spin in kcal/mol: 5.23
Kohn-Sham gap (spin up / spin down) in eV: 6.99 / 8.09
LUMO (spin up / spin down) in eV: 0.6 / -2.2
Total charge: 0

Löwdin population analysis, charges in e, atoms 1 to 4: 0.153 -0.216 0.044 -0.300